The following is a DFT calculation (wB97M-V/def2-TZVPD) of a gas-phase ion, C24H25F2Si (charge +1) in a non-equilibrium geometry.

Structure (XYZ):
```
52
C24H25F2Si | the OMol25 dataset | wB97M-V/def2-TZVPD
F -3.03175 4.23555 -1.68970
C -2.96253 2.86930 -1.58591
C -4.14097 2.14061 -1.63665
C -4.03968 0.74659 -1.57528
C -2.78696 0.13185 -1.52331
C -1.62462 0.89067 -1.31553
C -0.34293 0.10628 -1.00508
C 0.96588 0.90124 -1.20595
C 2.02735 0.31258 -1.89823
C 3.24502 0.97807 -2.05380
C 3.39174 2.29359 -1.60486
C 2.33841 2.83627 -0.87841
F 2.41689 4.15875 -0.50502
C 1.17043 2.12414 -0.57323
C -1.70420 2.28163 -1.42569
H -5.10311 2.63804 -1.72962
H -4.94070 0.13292 -1.56196
H -2.69693 -0.95330 -1.64722
H -0.30633 -0.65857 -1.80506
H 1.90227 -0.70371 -2.28414
H 4.07430 0.45830 -2.53273
H 4.27844 2.88086 -1.82296
H 0.41197 2.55100 0.08706
H -0.83052 2.92418 -1.41646
C -3.20877 -1.84802 1.05907
Si -1.82565 -0.72187 1.65243
C -2.37677 1.00944 2.08145
C -1.17139 -1.63593 3.15932
C -0.38215 -0.70171 0.27302
C 0.80325 -0.65503 1.15950
C 1.97062 -1.39106 0.88388
C 3.21121 -0.96738 1.44467
C 4.40657 -1.43644 0.93272
C 4.40861 -2.41663 -0.07065
C 3.20123 -2.95270 -0.53324
C 1.99204 -2.48228 -0.04527
H -4.00655 -1.86730 1.81581
H -3.65663 -1.54302 0.10740
H -2.82853 -2.87401 0.94811
H -3.32734 0.97108 2.64187
H -1.63206 1.49939 2.72315
H -2.53029 1.63847 1.19854
H -1.91577 -1.63370 3.96706
H -0.95879 -2.68226 2.89500
H -0.24295 -1.19021 3.53458
H -0.57906 -1.74973 -0.03755
H 0.82291 0.03397 2.01217
H 3.17751 -0.21386 2.23666
H 5.34661 -1.04177 1.31624
H 5.34959 -2.76750 -0.49416
H 3.19794 -3.74407 -1.28734
H 1.04316 -2.91268 -0.38472
```

Calculated values
Total energy   -38598.9506 eV
HOMO energy   -11.81 eV
ΔE to the lowest compared entry with this formula, charge and spin   0.0364 eV
Net charge   +1

Here are the Mulliken charges for atoms 1 to 6, given in e: F -0.328; C 0.193; C -0.763; C -0.667; C -0.761; C -0.237

The following is a DFT calculation (wB97M-V/def2-TZVPD) of 2 unconnected molecules or ions with the total composition C24H25F3N4O4 in a non-equilibrium geometry.

Structure (XYZ):
```
60
C24H25F3N4O4 | the OMol25 dataset | wB97M-V/def2-TZVPD
C -1.68756 4.38855 0.27993
N -1.56114 2.95365 0.36388
C -2.63460 2.14627 0.62061
O -3.78003 2.53357 0.83858
C -2.12839 0.70349 0.59316
C -2.72798 -0.13875 -0.52988
C -4.23051 -0.26994 -0.41797
C -5.05828 0.22048 -1.43254
C -6.44544 0.20775 -1.26755
C -7.00496 -0.35355 -0.11206
C -6.17619 -0.89017 0.88169
C -4.78723 -0.85816 0.72093
N -0.68128 0.88966 0.45875
C 0.13939 -0.16863 0.42073
C 1.51519 -0.06362 0.29375
C 2.39653 -1.12844 0.28701
C 3.82747 -0.96947 0.20887
C 4.41905 0.31624 0.07706
C 5.80723 0.46002 -0.06181
N 6.37096 1.75987 -0.21273
O 7.61418 1.85627 -0.33317
O 5.61824 2.76173 -0.21772
C 6.66193 -0.65299 -0.04288
C 6.09983 -1.91940 0.12799
C 4.71875 -2.08355 0.25416
C -0.26758 2.28938 0.29636
C 0.39207 2.58232 -1.06370
C 0.64336 2.80014 1.42609
H -2.75048 4.63523 0.32182
H -1.15485 4.87215 1.11000
H -1.25569 4.74611 -0.66319
H -2.35350 0.22772 1.56555
H -2.45643 0.31783 -1.49251
H -2.26300 -1.13391 -0.49160
H -4.59754 0.64247 -2.32954
H -7.08390 0.64364 -2.03917
H -8.08778 -0.36934 0.01458
H -6.60290 -1.32539 1.78748
H -4.12257 -1.26635 1.48712
H -0.35059 -1.14799 0.47865
H 1.91943 0.93965 0.19860
H 1.95891 -2.12853 0.35538
H 3.82125 1.22597 0.05310
H 7.73061 -0.47862 -0.14247
H 6.77121 -2.77642 0.14950
H 4.28249 -3.07534 0.38506
H -0.30621 2.33573 -1.87615
H 0.64944 3.65027 -1.10815
H 1.30901 2.00368 -1.20409
H 0.11936 2.72150 2.38820
H 1.57529 2.23259 1.48704
H 0.89408 3.85208 1.23107
H 2.17392 -3.42203 -1.06162
N 1.20655 -3.67532 -0.83111
C 1.20817 -4.79441 -0.11400
C -0.03293 -5.66990 -0.59308
F -1.15318 -4.94246 -0.86329
F 0.33524 -6.32878 -1.74846
F -0.36915 -6.62301 0.31557
O 1.93273 -5.26152 0.77217
```

Calculated values
Total energy   -47591.9718 eV
HOMO energy   -7.40 eV
Net charge   0

Here are the Mulliken charges for atoms 1 to 6, given in e: C -0.950; N 0.255; C 0.281; O -0.701; C 0.021; C -0.736

The following is a DFT calculation (wB97M-V/def2-TZVPD) of a molecular structure, C24H25F6IrN4O6S4Si.

Structure (XYZ):
```
71
C24H25F6IrN4O6S4Si | the OMol25 dataset | wB97M-V/def2-TZVPD
Ir -0.22924 -1.04581 -0.49515
F 2.00018 -6.30722 1.30661
C 2.64093 -5.13503 1.37074
F 3.80789 -5.31669 1.96570
F 1.89676 -4.30307 2.13000
S 2.78125 -4.44695 -0.36351
O -0.33850 -2.57127 -1.79345
O 3.68014 -5.38144 -1.03269
N 3.65986 -3.12309 0.13323
S 3.01952 -1.74306 0.05536
O 1.54765 -1.81569 0.24768
O 3.68780 -0.73587 0.81057
C 3.15572 -1.15960 -1.69582
F 4.42285 -1.02524 -2.04411
F 2.54158 0.03177 -1.84899
F 2.56259 -2.02714 -2.51886
C 4.59955 4.43625 3.02622
C 3.34717 3.92295 2.37106
C 3.41313 2.99067 1.33650
C 2.26440 2.53003 0.71849
C 1.02907 2.99912 1.14868
C 0.93538 3.92292 2.17880
C 2.09703 4.38129 2.77969
S -0.43677 2.39982 0.37206
O -0.36547 2.64504 -1.03286
O -1.56242 2.86000 1.13959
N -0.29051 0.78449 0.56326
C -0.58868 0.17790 1.74853
C -0.78565 0.58509 3.06770
C -0.98228 -0.41341 4.00149
C -0.98268 -1.76635 3.64703
C -0.80480 -2.10627 2.32846
N -0.64699 -1.12778 1.43514
H 5.45299 3.79774 2.80334
H 4.48344 4.48829 4.10899
H 4.83258 5.44271 2.67256
H 4.37688 2.61273 1.01815
H 2.32353 1.79889 -0.07970
H -0.03709 4.27524 2.49673
H 2.03105 5.10428 3.58473
H -0.77261 1.63126 3.32859
H -1.12478 -0.14201 5.03951
H -1.10833 -2.54064 4.38859
H -0.76472 -3.12216 1.96143
S -1.82700 -2.68173 -3.95607
C -1.27887 -2.11370 -2.56165
C -4.80896 -1.38738 -2.32077
Si -3.44188 -1.23200 -1.06599
C -3.72389 0.12112 0.17154
C -3.23325 -2.90517 -0.24202
N -1.80253 -0.86517 -1.86025
C -1.61042 0.31426 -2.71595
C -2.60896 1.23288 -2.96864
C -2.33197 2.34182 -3.75598
C -1.07097 2.52553 -4.29608
C -0.07472 1.59230 -4.05042
C -0.34586 0.48752 -3.26523
H -5.72542 -1.58095 -1.75208
H -4.63200 -2.24492 -2.97081
H -4.98525 -0.51728 -2.94967
H -4.71735 -0.01636 0.60857
H -3.67605 1.12527 -0.25404
H -2.99604 0.08540 0.98321
H -4.11307 -3.08443 0.38395
H -2.36187 -2.99532 0.40622
H -3.17880 -3.71239 -0.97464
H -3.59597 1.11939 -2.54363
H -3.11303 3.06722 -3.94006
H -0.86239 3.39428 -4.90625
H 0.91410 1.71981 -4.47089
H 0.43304 -0.25271 -3.11247
```

Calculated values
Total energy   -113901.0031 eV
HOMO energy   -9.09 eV
ΔE to the lowest compared entry with this formula, charge and spin   0.6855 eV
Net charge   0

Here are the Mulliken charges for atoms 1 to 6, given in e: Ir 2.908; F -0.242; C 0.632; F -0.233; F -0.206; S 0.668

The following is a DFT calculation (wB97M-V/def2-TZVPD) of a molecular structure, C24H25N13O3S2Ti in a non-equilibrium geometry.

Structure (XYZ):
```
68
C24H25N13O3S2Ti | the OMol25 dataset | wB97M-V/def2-TZVPD
Ti 2.43763 -0.58334 1.50009
N 4.40602 -2.25999 1.63813
C 4.73921 -2.23695 0.22945
C 4.89960 -0.79131 -0.21781
O 5.94114 -0.38284 -0.73499
N 3.79925 -0.07406 0.05632
C 3.97246 1.36915 0.11697
C 4.03170 1.78211 1.60566
O 4.43024 2.88610 1.93041
O 3.57234 0.85528 2.40189
H 3.73456 -2.89003 2.05015
H 4.65085 -1.46761 2.21193
H 5.67003 -2.76651 0.00182
H 3.92183 -2.68492 -0.34083
H 4.85439 1.71962 -0.41666
H 3.10232 1.87492 -0.31243
S -1.57031 -2.55677 1.46698
C -1.34144 -1.36278 0.29006
N -2.33418 -0.43316 0.04208
C -2.23317 0.53983 -1.02071
C -1.35266 -0.01177 -2.11273
N -0.08463 -0.38745 -1.52729
C 1.09209 -0.20248 -2.34586
C 1.21271 1.22464 -2.82075
C 1.60173 1.50105 -4.12619
C 1.75987 2.81096 -4.55900
C 1.51835 3.86215 -3.68629
C 1.12124 3.59164 -2.38249
C 0.96830 2.28372 -1.94927
C -0.13276 -1.27298 -0.47160
S 1.27042 -2.20868 -0.07055
C -3.40096 -0.16610 0.98198
C -4.75152 -0.55079 0.43037
C -5.81310 0.34375 0.41548
C -7.05224 -0.02905 -0.09424
C -7.23710 -1.30637 -0.59943
C -6.17653 -2.20768 -0.59067
C -4.94410 -1.83404 -0.08256
H -1.82726 1.48340 -0.63999
H -3.23844 0.72797 -1.41691
H -1.18681 0.74500 -2.87832
H -1.83450 -0.88497 -2.57950
H 1.08463 -0.88128 -3.21302
H 1.96289 -0.46703 -1.74461
H 1.78833 0.68006 -4.80974
H 2.07062 3.00880 -5.57823
H 1.64144 4.88606 -4.01800
H 0.93778 4.40359 -1.68953
H 0.65926 2.07567 -0.92824
H -3.38095 0.89690 1.24607
H -3.19410 -0.74337 1.88368
H -5.66363 1.34522 0.80418
H -7.87001 0.68219 -0.10352
H -8.19986 -1.59935 -1.00156
H -6.31494 -3.20877 -0.98214
H -4.10965 -2.52613 -0.06085
N 0.02478 -0.44689 4.06535
C 0.93328 -1.47803 4.11957
N 0.95907 -2.34703 5.11750
N 1.97944 -3.17067 4.80687
N 2.53293 -2.81328 3.70894
N 1.89103 -1.71594 3.22294
C -0.11676 0.43999 3.02681
N -1.07643 1.35372 2.98605
N -0.85305 2.01271 1.83274
N 0.16443 1.52365 1.21615
N 0.66709 0.50525 1.95567
H -0.71417 -0.46474 4.74421
```

Calculated values
Total energy   -95598.7001 eV
Multiplicity   3
HOMO energy (alpha / beta)   -1.27 / -2.36 eV
⟨S²⟩   2.0087
ΔE to the lowest compared entry with this formula, charge and spin   0.7530 eV
Net charge   -2

Here are the Mulliken charges for atoms 1 to 6, given in e: Ti 0.405; N -0.528; C -0.557; C 0.483; O -0.769; N 0.221

The following is a DFT calculation (wB97M-V/def2-TZVPD) of C24H25N3O6S in the gas phase in a non-equilibrium geometry.

Structure (XYZ):
```
59
C24H25N3O6S | the OMol25 dataset | wB97M-V/def2-TZVPD
C 1.92731 0.95004 3.31824
C 2.49570 2.34896 3.11889
O 3.05373 2.50005 1.81404
C 2.17393 2.73145 0.82444
O 0.98432 2.89345 1.00600
N 2.77334 2.81371 -0.39328
C 1.92583 2.71327 -1.56738
C 1.93355 1.23952 -2.04235
N 2.43697 0.38574 -0.98875
C 1.69937 -0.64160 -0.45785
C 0.35191 -0.52155 -0.19974
N -0.33981 0.67917 -0.25808
S -1.55503 0.87280 -1.39848
O -1.42005 -0.17763 -2.36799
O -1.40027 2.22584 -1.86646
C -3.08816 0.75639 -0.50823
C -3.27668 1.59350 0.57101
C -4.47132 1.53048 1.26771
C -5.46910 0.64092 0.88518
C -6.75847 0.55716 1.64370
C -5.25091 -0.18905 -0.21119
C -4.06037 -0.13474 -0.91179
C -0.51125 -1.65453 0.10315
O -1.70599 -1.49855 0.31880
C 0.14114 -2.97593 0.19663
C -0.62735 -4.10738 0.44186
C -0.02572 -5.34663 0.58223
C 1.35228 -5.46197 0.48772
C 2.12559 -4.33983 0.24555
C 1.52988 -3.09159 0.09006
C 2.38894 -1.92860 -0.22450
O 3.59552 -2.05686 -0.35552
C 3.82326 0.62910 -0.65979
C 4.04867 2.16015 -0.60091
H 1.08972 0.78504 2.64398
H 1.57998 0.84116 4.34150
H 2.69097 0.20035 3.12199
H 3.32716 2.53826 3.80062
H 1.71415 3.10079 3.26479
H 0.91662 3.04350 -1.31737
H 2.32469 3.37373 -2.34086
H 2.60531 1.12889 -2.90364
H 0.93745 0.92361 -2.34901
H 0.11896 1.53552 0.03250
H -2.49397 2.28024 0.85170
H -4.63053 2.17802 2.11768
H -6.79394 -0.36972 2.21557
H -7.60567 0.55832 0.96085
H -6.86137 1.39006 2.33394
H -6.02171 -0.88331 -0.51270
H -3.86199 -0.77429 -1.75638
H -1.69753 -3.98898 0.52172
H -0.63038 -6.22173 0.76842
H 1.82424 -6.42692 0.59762
H 3.20006 -4.40983 0.16223
H 4.49231 0.17380 -1.40052
H 4.03854 0.18129 0.30954
H 4.72997 2.41798 0.20810
H 4.45717 2.53658 -1.54072
```

Calculated values
Total energy   -52884.6090 eV
HOMO energy   -8.14 eV
ΔE to the lowest compared entry with this formula, charge and spin   1.1955 eV
SMILES   CCOC(=O)N1CCN(C2=C(NS(=O)(=O)c3ccc(C)cc3)C(=O)c3ccccc3C2=O)CC1
Net charge   0

Here are the Mulliken charges for atoms 1 to 6, given in e: C -0.799; C -0.345; O -0.393; C 0.759; O -0.723; N 0.091

The following is a DFT calculation (wB97M-V/def2-TZVPD) of C24H25N3O8S in the gas phase in a non-equilibrium geometry.

Structure (XYZ):
```
61
C24H25N3O8S | the OMol25 dataset | wB97M-V/def2-TZVPD
C -5.08939 -2.47518 -1.20033
C -4.31756 -1.69567 -0.14518
O -2.91346 -1.93656 -0.23159
C -2.24267 -1.25434 -1.15046
O -2.73912 -0.49752 -1.95389
C -0.79650 -1.50424 -1.05265
O -0.35497 -2.37934 -0.09895
C 0.98349 -2.31348 -0.10323
C 1.86022 -2.95579 0.76369
C 3.18700 -2.58386 0.70160
C 3.61596 -1.65326 -0.24039
S 5.18755 -0.84784 0.04392
O 5.87972 -1.44718 1.13491
O 5.92442 -0.60466 -1.16576
N 4.55746 0.68995 0.50573
N 3.30419 0.55907 1.02620
C 2.58169 1.56200 0.56436
C 1.13806 1.56577 0.74408
C 0.55677 0.63592 1.60666
C -0.81824 0.50632 1.66341
O -1.47110 -0.37808 2.47081
C -0.70573 -1.24769 3.26857
C -1.64887 1.30397 0.84743
O -3.02307 1.13231 0.89300
C -3.63762 1.53218 2.10282
C -1.06409 2.22348 -0.02730
O -1.71075 3.04199 -0.89529
C -3.04932 2.78403 -1.27541
C 0.32639 2.35345 -0.05223
C 3.37321 2.40669 -0.25799
C 4.61118 1.80854 -0.29876
N 5.78192 2.17298 -0.89322
C 2.77966 -1.08653 -1.17470
C 1.42681 -1.40490 -1.09238
C 0.24073 -0.89570 -1.71119
C 0.17900 0.10806 -2.79947
H -6.15518 -2.31914 -1.06015
H -4.81116 -2.13236 -2.19375
H -4.87201 -3.53761 -1.11846
H -4.59038 -2.01525 0.86217
H -4.49187 -0.62092 -0.25493
H 1.50296 -3.66734 1.49053
H 3.91287 -2.96604 1.40028
H 1.21558 0.02089 2.19460
H -1.42858 -1.86398 3.80142
H -0.09340 -0.69657 3.98937
H -0.06230 -1.88647 2.65817
H -3.43146 2.58707 2.31733
H -3.30460 0.92140 2.94420
H -4.70734 1.39391 1.95189
H -3.18985 1.73482 -1.53958
H -3.21880 3.40993 -2.15186
H -3.75557 3.06517 -0.49115
H 0.73898 3.07772 -0.73484
H 3.08283 3.31509 -0.74214
H 5.68959 2.85194 -1.63275
H 6.38929 1.39187 -1.10757
H 3.15523 -0.36942 -1.88730
H -0.85391 0.36456 -3.01079
H 0.72067 1.00362 -2.50053
H 0.64542 -0.28776 -3.70099
```

Calculated values
Total energy   -56977.3527 eV
HOMO energy   -8.21 eV
ΔE to the lowest compared entry with this formula, charge and spin   2.2305 eV
SMILES   CCOC(=O)c1oc2ccc(S(=O)(=O)n3nc(-c4cc(OC)c(OC)c(OC)c4)cc3N)cc2c1C
Net charge   0

Here are the Mulliken charges for atoms 1 to 6, given in e: C -1.334; C -0.052; O -0.195; C 0.332; O -0.714; C 1.036